[1]
Here is a cluster of 16 separate species, H31O16 in total from OMol25. Energies are from wB97M-V/def2-TZVPD.

The geometry in ORCA input format:
```
! RIJCOSX wB97M-V def2-TZVPD def2/J DEFGRID3
* xyz -1 1
H -0.92 -1.13 -1.47
O -0.73 1.23 -0.27
H -0.99 -2.11 2.25
H -2.30 -0.40 1.91
O -4.45 1.76 0.15
O 0.51 -0.08 3.41
H -5.34 -0.04 -0.09
O 2.52 -3.56 0.06
H -1.82 3.60 -1.54
O 1.87 1.86 2.10
O -0.69 -1.00 -4.91
H 4.39 0.03 2.00
H 1.83 2.71 2.31
H -1.83 2.70 -0.51
H -4.05 2.54 -0.14
H -3.36 0.63 2.11
H 4.54 1.82 -1.12
H -0.20 -0.47 2.66
O 4.58 1.96 -0.20
H 3.70 1.64 0.01
H -2.18 -0.17 -1.79
H 1.38 -0.68 -0.68
H -0.50 -1.66 0.49
H 0.11 -2.55 -0.76
H 0.80 -0.86 3.90
H 2.58 -2.91 -0.69
H 1.59 0.40 -1.73
O -0.94 -1.30 1.75
O -0.05 -1.65 -0.54
H -0.98 0.48 0.33
H -5.42 -1.54 -0.08
O -2.76 0.37 1.54
O 3.74 -0.64 -1.58
O -2.19 3.61 -0.72
O 1.68 0.19 -0.79
O -5.90 -0.79 -0.25
H -3.74 1.13 0.16
H 3.81 -0.53 -0.55
O 3.76 -0.56 1.53
H 2.95 0.00 1.45
H 4.73 -0.37 -1.68
H 1.29 1.32 2.44
H -1.31 -0.64 -4.17
H 1.75 -3.06 0.54
H -0.08 -1.54 -4.23
H 0.28 1.10 -0.37
O -1.66 -0.82 -2.21
*
```

For the LUMO energy, the calculation gives 2.434 eV. The total energy comes out at -1222.4409 Eh. The energy above the lowest of the compared OMol25 structures with the same formula, charge and spin comes out at 81.1 kcal/mol. For the gap between HOMO and LUMO, the calculation gives 9.90 eV.

These are the Mulliken partial charges, in e, on atoms 1 to 2: number 1, H, carries 0.46; number 2, O, carries -0.52

---

[2]
Here is a cluster of 21 separate species, C20H80N40O24S in total from OMol25. Energies are from wB97M-V/def2-TZVPD.

The geometry in ORCA input format:
```
! RIJCOSX wB97M-V def2-TZVPD def2/J DEFGRID3
* xyz -2 1
H -1.77 -1.54 -1.29
C -4.85 0.91 -3.60
O -0.22 -0.64 -1.22
H 2.31 2.08 2.73
H -1.24 -5.54 -0.61
N 0.43 2.43 -2.40
H -3.21 -1.27 -2.13
H -6.69 0.29 -3.14
H 4.87 4.19 -5.64
N -1.54 0.48 3.42
C -3.51 -4.37 4.11
H 3.59 2.80 -0.68
N 5.87 1.63 3.94
O 2.25 -4.39 -2.45
H -0.99 2.07 2.11
H -1.94 -5.76 -2.31
H 2.26 0.73 -1.15
H -1.73 5.27 3.36
H 4.89 1.58 4.20
N -4.37 0.87 -0.44
H 1.79 0.92 1.58
H 6.32 -4.47 1.79
H -6.11 -1.12 5.78
N -6.06 1.07 -3.24
H -4.60 2.85 -3.46
O 2.39 5.18 -0.29
H -1.36 1.90 -0.94
H 0.35 4.38 0.84
C -3.17 -2.83 -0.81
N 3.17 -2.96 -5.04
H -4.20 -0.53 2.48
C -1.04 1.53 4.00
H -3.42 0.62 -0.67
C 4.76 -3.22 1.69
N -1.14 6.09 3.35
H 2.70 -2.46 -7.91
H 4.46 2.44 2.65
O 5.38 -2.21 1.98
H -3.00 -3.60 1.05
N 1.79 -2.38 -1.61
O 4.66 -3.13 -6.69
H -2.38 -9.00 -1.89
H -3.13 6.63 1.37
C -4.73 1.30 0.67
O 7.48 2.14 2.49
H -5.71 -2.39 4.63
H -2.87 -4.10 5.89
H -2.07 4.98 0.09
H -0.15 -3.22 4.54
H 0.65 1.69 -1.74
N 0.03 -3.63 1.58
H 5.07 3.39 -2.69
H -2.02 -0.27 3.91
H 3.98 -3.22 -4.49
N -4.27 2.00 -3.89
H -6.48 1.99 -3.23
O -3.62 -4.05 2.91
N 5.27 2.57 2.06
H 2.19 -3.05 -4.85
H 1.60 -0.78 1.92
H 2.90 0.67 -2.81
H -1.39 0.24 2.45
H 3.31 0.05 0.45
C -0.76 2.58 -2.73
O 0.05 -1.20 1.04
H -0.35 -4.52 -1.82
C 4.09 -0.06 -1.41
H -2.42 -7.51 -2.86
N 5.33 -4.36 1.67
H 2.95 -2.49 1.78
O 3.35 0.12 4.19
H -1.05 5.59 -1.21
O 0.54 -5.10 3.25
O 0.21 -0.63 -6.12
H 5.63 4.00 -4.26
N 2.97 0.50 -1.82
H -0.91 -1.01 -3.22
N -0.95 -0.83 -4.21
H 0.82 -0.31 -3.00
S -0.11 -0.07 0.14
C -1.76 -7.29 -1.03
H 1.95 -1.84 -6.43
H -0.04 -2.04 3.21
N 4.88 3.73 -3.62
C -4.85 -0.65 4.30
O -4.28 -0.14 -3.77
H -3.75 1.91 2.27
O -1.17 3.30 -3.65
H 1.04 -1.79 -1.28
H 1.95 -0.20 -4.41
H -0.08 -2.65 1.40
N -3.74 1.28 1.48
C -1.83 7.06 -0.11
N 2.61 -2.45 -6.91
N 2.27 1.11 2.44
O 5.01 -0.56 -2.09
H -5.02 0.99 -1.21
C 2.03 4.03 -0.02
N 4.11 -0.18 -0.14
H 5.35 3.25 1.31
H -1.44 7.04 3.47
H -0.28 7.79 2.21
N 3.46 -3.33 1.54
O -4.14 -3.52 -1.21
H 4.90 -0.60 0.32
N -5.59 -1.46 4.98
N 3.90 4.08 -5.39
N -0.02 -2.98 3.57
N -4.63 -1.14 3.16
H 2.04 -1.66 3.35
H 0.87 2.65 0.54
C 0.13 -0.63 -4.87
H 4.87 -5.02 1.05
N -1.73 -6.02 -1.35
C 3.58 -2.95 -6.27
H 1.17 2.84 -2.95
H -2.57 2.50 -2.13
O 2.96 2.60 -4.02
O -5.77 1.81 0.86
N -2.54 -3.00 0.38
O -1.55 -7.74 0.07
N 0.24 -3.72 -1.63
O 1.10 0.84 0.13
H 2.95 -4.11 1.15
C 0.33 -3.97 2.84
H -1.87 -2.31 0.70
H 3.23 3.85 -6.12
H -0.27 -3.03 -1.09
N 1.05 -0.37 -3.98
O -4.61 0.45 4.62
H -1.86 -0.67 -4.64
N -3.99 -5.53 4.62
O 0.60 4.90 2.92
N 2.72 2.96 -0.20
H -3.06 8.31 1.01
H 2.72 -2.05 -1.81
N -1.67 5.75 -0.43
N -2.32 -8.00 -1.98
H -4.50 -6.07 3.93
O -1.23 7.91 -0.70
H -0.79 3.35 3.34
H 2.18 2.11 -0.11
O -0.94 1.87 5.11
H -3.93 -5.66 5.62
N 0.38 7.04 2.35
C 2.76 0.15 3.13
N -2.74 -3.73 4.96
H 1.19 7.07 1.74
H -2.26 -2.90 4.65
N -2.73 7.38 0.82
H -2.92 0.82 1.11
N 0.88 3.65 0.39
N -1.01 2.41 3.06
N -1.65 2.21 -1.86
H -3.49 2.00 -4.53
O -1.29 0.67 0.51
C 1.47 -3.58 -1.95
H 0.35 -4.35 0.95
C 3.85 3.39 -4.31
C 6.27 2.16 2.78
H -4.69 -2.14 3.13
H 6.58 1.20 4.51
N 2.22 -0.90 2.71
C 0.01 5.91 2.87
N -2.69 -1.89 -1.54
*
```

For the LUMO energy, the calculation gives 3.159 eV. The total energy comes out at -5204.8175 Eh. The energy above the lowest of the compared OMol25 structures with the same formula, charge and spin comes out at 95.1 kcal/mol. For the gap between HOMO and LUMO, the calculation gives 8.52 eV.

These are the Mulliken partial charges, in e, on atoms 1 to 2: number 1, H, carries -1.19; number 2, C, carries 0.48

---

One value per record, in order, for HOMO energy: -7.5; -5.4 eV.